Below is C28H28N2SiTb as an isolated structure in a non-equilibrium geometry, with properties calculated with ωB97M-V/def2-TZVPD.

Structure (ORCA input):
```
! RIJCOSX wB97M-V def2-TZVPD def2/J DEFGRID3
* xyz 1 7
C -0.322 -1.466 -1.775
C 0.600 -0.481 -2.247
C 1.923 -0.994 -2.093
H 0.344 0.456 -2.740
C 1.820 -2.303 -1.538
C 0.437 -2.598 -1.341
H 0.033 -3.563 -1.033
H -1.413 -1.414 -1.846
H 2.839 -0.502 -2.423
H 2.644 -2.998 -1.384
Tb 0.979 -0.789 0.222
C 0.179 3.368 1.780
H 1.177 2.896 1.835
H 0.441 4.388 2.161
H -0.232 3.857 0.779
Si -0.311 2.276 0.212
C -2.001 2.424 -0.531
C -2.249 1.948 -1.831
H -1.445 1.493 -2.413
C -3.538 2.017 -2.366
H -3.716 1.643 -3.375
C -4.593 2.548 -1.615
H -5.599 2.602 -2.041
C -4.353 2.984 -0.305
H -5.170 3.374 0.303
C -3.069 2.906 0.247
H -2.888 3.197 1.287
C 1.036 2.669 -0.990
C 0.740 3.555 -2.033
H -0.272 3.970 -2.134
C 1.754 3.917 -2.932
H 1.509 4.563 -3.774
C 3.054 3.438 -2.765
H 3.833 3.704 -3.481
C 3.345 2.592 -1.691
H 4.348 2.185 -1.569
C 2.355 2.241 -0.765
H 2.619 1.660 0.142
H -0.213 0.909 0.874
H -0.612 2.941 2.429
C 3.626 -4.066 1.943
C 2.734 -4.943 2.572
C 1.382 -4.597 2.664
C 0.938 -3.380 2.134
N 1.827 -2.541 1.512
C 3.137 -2.882 1.401
C -0.476 -2.947 2.152
C -1.477 -3.641 2.841
C -2.798 -3.199 2.758
C -3.101 -2.076 1.980
C -2.072 -1.419 1.300
N -0.779 -1.820 1.419
H 4.686 -4.287 1.843
H 3.079 -5.891 2.984
H 0.642 -5.259 3.113
H 3.781 -2.167 0.877
H -1.190 -4.512 3.428
H -3.581 -3.730 3.300
H -4.120 -1.706 1.886
H -2.253 -0.553 0.656
*
```

Results
Energy above the lowest of the compared OMol25 structures with the same formula, charge and spin in kJ/mol: 657.15
Lowest unoccupied orbital energy (alpha / beta) in eV: -3.5 / -3.6
<S²>: 12.05
Gap between HOMO and LUMO (alpha / beta) in eV: 3.2430 / 6.1586
Largest force on an atom in hartree/bohr: 0.078

Below is C28H28N7O3Y as an isolated structure, with properties calculated with ωB97M-V/def2-TZVPD.

Structure (ORCA input):
```
! RIJCOSX wB97M-V def2-TZVPD def2/J DEFGRID3
* xyz 2 1
Y -0.229 0.254 -1.286
C -3.071 -1.338 -0.793
O -1.758 -1.315 -0.176
C -1.480 -2.439 0.651
C -1.697 -3.705 0.133
C -1.428 -4.834 0.888
C -0.918 -4.698 2.168
C -0.672 -3.435 2.676
C -0.952 -2.289 1.942
N -0.709 -1.027 2.567
C -0.423 0.043 1.754
N -1.175 1.134 1.903
C -1.368 2.243 1.024
C -1.145 2.161 -0.348
C -1.546 3.277 -1.104
C -2.135 4.385 -0.520
C -2.371 4.422 0.847
C -2.002 3.340 1.630
O -2.232 3.219 2.960
C -2.867 4.312 3.627
N 0.481 -0.092 0.804
C 1.518 -1.061 0.934
C 1.593 -2.169 0.105
C 2.665 -3.054 0.167
C 3.666 -2.819 1.091
C 3.607 -1.721 1.943
C 2.537 -0.837 1.878
O 2.371 0.243 2.666
C 3.375 0.516 3.641
H -3.298 -0.307 -1.070
H -3.811 -1.683 -0.074
H -3.085 -1.978 -1.674
H -2.086 -3.817 -0.871
H -1.615 -5.814 0.471
H -0.698 -5.571 2.767
H -0.246 -3.313 3.664
H -1.235 -0.852 3.410
H -1.846 1.115 2.659
H -1.389 3.291 -2.178
H -2.435 5.231 -1.126
H -2.849 5.284 1.287
H -3.865 4.486 3.223
H -2.266 5.218 3.542
H -2.943 4.021 4.670
H 0.781 -2.397 -0.583
H 2.695 -3.918 -0.481
H 4.505 -3.498 1.170
H 4.398 -1.567 2.662
H 3.056 1.419 4.151
H 4.343 0.688 3.168
H 3.454 -0.301 4.361
N 2.936 0.278 -4.393
C 3.817 -0.198 -3.450
C 3.105 -0.325 -2.299
N 1.807 0.073 -2.527
C 1.739 0.431 -3.805
C 0.474 0.898 -4.351
N -0.621 0.860 -3.598
C -1.624 1.433 -4.349
C -1.126 1.807 -5.557
N 0.205 1.461 -5.539
H 3.166 0.448 -5.359
H 4.848 -0.396 -3.684
H 3.428 -0.673 -1.332
H -2.627 1.538 -3.975
H -1.580 2.276 -6.411
H 0.853 1.637 -6.291
*
```

Results
Lowest unoccupied orbital energy in eV: -5.6
Gap between HOMO and LUMO in eV: 7.2513
Largest force on an atom in hartree/bohr: 0.015

Below is C28H29As2BrN2NiO3 as an isolated structure, with properties calculated with ωB97M-V/def2-TZVPD.

Structure (ORCA input):
```
! RIJCOSX wB97M-V def2-TZVPD def2/J DEFGRID3
* xyz 0 3
Ni 0.848 -0.235 -1.223
Br -1.574 -6.430 2.024
C -1.117 -4.987 0.884
C -1.955 -4.675 -0.209
C -1.650 -3.644 -1.043
C -0.498 -2.811 -0.842
O -0.300 -1.833 -1.629
C 0.358 -3.177 0.248
C 1.623 -2.569 0.478
N 2.075 -1.513 -0.128
C 3.383 -1.044 0.104
C 4.330 -1.607 0.924
C 5.615 -1.037 1.048
C 5.958 0.086 0.350
C 5.008 0.698 -0.502
C 5.277 1.870 -1.252
C 4.304 2.419 -2.032
C 3.031 1.807 -2.058
N 2.760 0.715 -1.388
C 3.726 0.139 -0.618
C 0.020 -4.269 1.090
H -2.846 -5.266 -0.376
H -2.285 -3.395 -1.883
H 2.241 -3.075 1.221
H 4.117 -2.509 1.481
H 6.333 -1.509 1.705
H 6.945 0.520 0.439
H 6.260 2.321 -1.187
H 4.475 3.314 -2.613
H 2.212 2.240 -2.619
H 0.686 -4.526 1.903
C -0.060 -0.269 2.639
As -0.058 0.726 0.958
C 1.335 2.017 1.402
C -1.666 1.803 1.198
C -1.586 2.963 1.963
C -2.698 3.764 2.163
C -3.909 3.404 1.595
C -3.997 2.247 0.839
C -2.890 1.429 0.629
As -3.004 -0.187 -0.493
C -4.774 0.107 -1.282
C -3.632 -1.431 0.902
H -0.221 0.424 3.465
H 0.900 -0.772 2.766
H -0.849 -1.017 2.633
H 1.249 2.391 2.422
H 1.278 2.838 0.689
H 2.297 1.515 1.295
H -0.646 3.269 2.403
H -2.614 4.668 2.753
H -4.786 4.023 1.737
H -4.952 1.986 0.404
H -4.984 -0.754 -1.918
H -4.764 0.999 -1.908
H -5.560 0.192 -0.531
H -4.314 -0.933 1.592
H -2.789 -1.851 1.447
H -4.148 -2.254 0.409
C -1.459 1.885 -4.095
O -0.666 0.872 -3.486
C -0.119 1.194 -2.268
O -0.278 2.326 -1.840
H -1.894 1.433 -4.984
H -0.857 2.752 -4.375
H -2.246 2.228 -3.420
*
```

Results
Energy above the lowest of the compared OMol25 structures with the same formula, charge and spin in kJ/mol: 0.00
Lowest unoccupied orbital energy (alpha / beta) in eV: -0.8 / -0.8
<S²>: 2.01
Gap between HOMO and LUMO (alpha / beta) in eV: 6.4392 / 6.7393
Largest force on an atom in hartree/bohr: 0.007

Below is C28H29AsClIrO5Si as an isolated structure, with properties calculated with ωB97M-V/def2-TZVPD.

Structure (ORCA input):
```
! RIJCOSX wB97M-V def2-TZVPD def2/J DEFGRID3
* xyz 0 1
Ir -1.457 -0.635 -0.547
O -2.076 2.852 -1.451
Cl -2.781 1.888 -0.684
O -4.076 2.316 -0.325
O -1.985 1.482 0.492
O -2.898 0.615 -1.504
C -0.703 -0.949 -6.515
C 0.509 -1.400 -6.011
C 0.812 -1.225 -4.669
C -0.108 -0.600 -3.835
C -1.318 -0.138 -4.336
C -1.612 -0.314 -5.681
As 0.311 -0.348 -1.974
C 1.404 1.240 -1.956
C 1.029 2.548 -2.213
C 2.004 3.536 -2.224
C 3.332 3.209 -1.983
C 3.705 1.896 -1.739
C 2.739 0.897 -1.726
C 3.003 -0.544 -1.507
C 4.243 -1.098 -1.214
C 4.349 -2.465 -0.998
C 3.229 -3.284 -1.071
C 1.985 -2.742 -1.365
C 1.886 -1.380 -1.584
H -0.940 -1.094 -7.560
H 1.218 -1.896 -6.661
H 1.751 -1.592 -4.272
H -2.029 0.354 -3.684
H -2.555 0.042 -6.075
H -0.005 2.802 -2.392
H 1.725 4.563 -2.419
H 4.086 3.985 -1.989
H 4.745 1.655 -1.562
H 5.121 -0.472 -1.134
H 5.314 -2.893 -0.761
H 3.321 -4.348 -0.896
H 1.113 -3.374 -1.406
C 0.827 -2.895 2.949
Si 0.372 -1.288 2.108
C -0.666 -0.240 3.262
C 1.933 -0.337 1.695
O -0.462 -1.702 0.759
H 1.380 -2.717 3.875
H 1.454 -3.506 2.296
H -0.065 -3.473 3.197
H -0.113 -0.031 4.181
H -1.591 -0.750 3.540
H -0.936 0.720 2.814
H 2.456 -0.058 2.612
H 1.715 0.586 1.150
H 2.615 -0.935 1.088
C -2.135 -2.288 -1.477
C -1.351 -3.529 -1.739
C -0.983 -4.393 -0.704
C -0.263 -5.548 -0.967
C 0.115 -5.861 -2.268
C -0.258 -5.021 -3.306
C -0.997 -3.874 -3.044
H -2.913 -2.510 -0.716
H -2.662 -1.999 -2.388
H -1.252 -4.137 0.312
H 0.010 -6.206 -0.151
H 0.683 -6.760 -2.470
H 0.014 -5.262 -4.326
H -1.304 -3.236 -3.865
*
```

Results
Energy above the lowest of the compared OMol25 structures with the same formula, charge and spin in kJ/mol: 2.77
Lowest unoccupied orbital energy in eV: -0.7
Gap between HOMO and LUMO in eV: 7.9055
Largest force on an atom in hartree/bohr: 0.013